1.
Here is C8H16NO3S5Ti as an isolated structure in a non-equilibrium geometry from the Open Molecules 2025 dataset. Energies are from wB97M-V/def2-TZVPD.

Element x y z (Å)
Ti1 -0.607 0.389 1.549
C1 -1.237 -2.777 0.150
C2 -1.495 -1.912 -1.084
S1 -2.085 -0.282 -0.593
C3 -1.436 0.838 -1.840
C4 -1.485 2.260 -1.284
S2 -0.470 2.609 0.180
C5 1.184 2.796 -0.506
C6 1.911 1.521 -0.920
S3 1.846 0.325 0.417
C7 1.935 -1.236 -0.461
C8 1.537 -2.351 0.501
S4 -0.045 -2.161 1.357
H1 -0.915 -3.773 -0.157
H2 -2.158 -2.913 0.719
H3 -2.256 -2.393 -1.699
H4 -0.602 -1.802 -1.695
H5 -2.037 0.780 -2.747
H6 -0.421 0.537 -2.087
H7 -2.500 2.521 -0.982
H8 -1.206 2.975 -2.059
H9 1.741 3.322 0.270
H10 1.104 3.479 -1.352
H11 2.954 1.759 -1.127
H12 1.488 1.091 -1.826
H13 2.952 -1.411 -0.812
H14 1.282 -1.196 -1.331
H15 2.273 -2.445 1.300
H16 1.507 -3.310 -0.018
O1 -2.145 -0.122 2.607
O2 -2.308 1.091 2.201
O3 1.151 0.627 5.588
S5 0.103 0.585 4.594
N1 0.441 0.579 3.148

Cartesian forces, eV/Å:
Ti 1.4 -0.2 -1.0
C -0.1 -0.1 -0.2
C 0.1 -0.2 0.0
S -0.1 0.1 0.4
C 0.1 0.1 -0.1
C 0.0 0.0 -0.2
S -0.2 0.0 0.1
C 0.2 0.1 -0.1
C 0.0 0.2 -0.2
S -0.1 0.1 0.3
C 0.0 -0.3 -0.1
C 0.1 -0.1 -0.1
S -0.1 0.1 0.1
H 0.0 0.0 0.0
H 0.0 0.0 0.0
H 0.0 0.0 0.0
H 0.0 0.0 0.0
H -0.1 0.0 0.0
H 0.0 0.0 0.0
H 0.0 -0.1 0.0
H 0.0 0.0 0.0
H 0.0 0.0 0.1
H 0.1 0.0 0.0
H 0.0 0.0 0.0
H 0.0 0.0 0.0
H 0.0 0.0 0.0
H 0.0 0.0 0.0
H 0.0 0.0 0.0
H 0.0 0.0 0.0
O -1.0 -1.0 0.6
O -0.7 0.9 0.1
O 0.2 -0.1 -0.2
S -0.4 0.2 0.9
N 0.4 0.1 -0.3

## Properties
charge: +1
Kohn-Sham gap (spin up / spin down): 7.76 / 7.55 eV
multiplicity: 3
HOMO (spin up / spin down): -10.896 / -12.149 eV
⟨S²⟩: 2.022

2.
Here is C8H16O2 as an isolated structure in a non-equilibrium geometry from the Open Molecules 2025 dataset. Energies are from wB97M-V/def2-TZVPD.

Element x y z (Å)
C1 -1.281 0.599 -1.425
C2 -1.514 -0.833 -1.882
C3 2.008 -0.187 1.772
C4 1.016 -0.906 0.874
C5 1.101 -2.278 0.817
O1 -2.530 1.273 -1.167
H1 -3.035 0.734 -0.544
H2 -0.837 1.169 -2.244
H3 -2.099 -0.822 -2.802
H4 -0.566 -1.337 -2.058
H5 -2.072 -1.403 -1.135
H6 2.113 0.861 1.496
H7 1.672 -0.226 2.811
H8 2.992 -0.651 1.708
H9 1.837 -2.812 1.401
H10 0.407 -2.858 0.225
C6 0.000 2.198 0.067
C7 -0.397 0.779 -0.199
C8 -0.459 -0.176 0.920
O2 1.150 -0.212 -0.688
H11 2.037 0.019 -1.026
H12 0.483 2.648 -0.802
H13 -0.907 2.776 0.272
H14 0.657 2.287 0.928
H15 -1.209 -0.949 0.788
H16 -0.565 0.305 1.892

Cartesian forces, eV/Å:
C -0.2 -0.1 -0.2
C 0.0 0.1 0.1
C -0.1 0.0 -0.2
C -0.8 -0.9 1.5
C -0.1 0.5 0.1
O 0.4 -0.2 0.2
H 0.0 0.0 -0.1
H 0.0 0.0 0.1
H 0.0 0.0 0.0
H 0.0 0.0 0.0
H 0.0 0.0 0.0
H 0.0 0.0 0.0
H 0.0 0.0 0.0
H 0.0 0.0 0.0
H 0.2 0.1 -0.2
H -0.1 0.0 0.1
C 0.1 0.0 -0.1
C 1.3 -0.5 -0.5
C 0.7 -0.4 -0.1
O -1.0 1.2 -0.7
H -0.2 0.3 0.0
H -0.1 0.0 0.0
H 0.0 -0.1 0.0
H 0.0 0.0 0.0
H 0.0 0.0 0.0
H 0.0 0.0 0.0

## Properties
charge: 0
Kohn-Sham gap (spin up / spin down): 7.16 / 7.16 eV
HOMO (spin up / spin down): -6.607 / -6.607 eV

3.
Here is one molecule with the formula C8H16O2 in a non-equilibrium geometry from the Open Molecules 2025 dataset. Energies are from wB97M-V/def2-TZVPD.

Element x y z (Å)
C1 -1.864 -1.916 0.257
C2 -0.587 -1.665 -0.032
C3 0.235 -2.623 -0.848
C4 0.222 -0.607 0.745
C5 0.529 0.546 -0.219
C6 1.977 0.546 -0.696
O1 -0.431 0.210 -1.344
C7 0.150 1.944 0.331
C8 -1.331 2.080 0.678
O2 0.981 2.289 1.427
H1 -2.370 -2.781 -0.139
H2 -2.445 -1.265 0.889
H3 0.731 -2.089 -1.658
H4 1.007 -3.093 -0.238
H5 -0.391 -3.399 -1.281
H6 -0.390 -0.258 1.576
H7 1.154 -1.047 1.106
H8 2.106 1.259 -1.511
H9 2.630 0.840 0.124
H10 2.268 -0.440 -1.047
H11 -0.244 0.733 -2.136
H12 0.401 2.677 -0.445
H13 -1.579 3.130 0.821
H14 -1.939 1.671 -0.125
H15 -1.568 1.547 1.598
H16 0.752 1.715 2.170

Cartesian forces, eV/Å:
C 0.5 0.2 -0.1
C 0.3 -1.2 1.9
C -0.2 0.3 -0.2
C -0.7 -0.1 -0.9
C -1.1 -0.1 -1.4
C -0.4 0.0 -0.1
O 1.3 1.2 0.5
C -0.3 -0.2 -0.2
C 0.3 0.1 -0.2
O 0.1 -0.1 0.2
H -0.1 -0.1 -0.3
H 0.0 0.1 0.2
H 0.1 0.0 -0.1
H 0.0 0.0 0.1
H 0.0 -0.1 0.0
H 0.1 -0.1 0.2
H -0.1 0.0 0.2
H 0.1 0.1 0.0
H 0.0 0.0 0.0
H 0.0 -0.1 0.0
H 0.2 0.1 0.2
H 0.0 -0.1 0.0
H 0.0 0.0 0.1
H -0.1 0.0 0.0
H 0.0 -0.1 0.1
H 0.0 0.1 0.0

## Properties
charge: 0
Kohn-Sham gap: 9.66 eV
HOMO: -8.914 eV

Table of relative energy (zero: lowest compared OMol25 entry of this formula, charge and spin) (kcal per mole), in record order: 2.5; 115.5; 43.2